No. 1
An isolated molecule of C6H10N2O5. Source: the Open Molecules 2025 dataset; level of theory: ωB97M-V with the def2-TZVPD basis set.

```
23
Properties=species:S:1:pos:R:3:forces:R:3:lowdin_charge:R:1
C 2.67545 -0.94588 0.17819 0.5065 0.0820 -1.0080 -0.1462
C 1.21121 -0.75733 0.66369 0.0697 0.3369 -1.6548 -0.3995
C -0.80444 0.19296 -0.30155 0.2655 2.6069 -3.5453 -0.2630
C -0.75923 1.49841 0.41837 -3.0357 2.1044 2.7797 -0.4049
C -1.66161 -0.95453 0.14891 1.2761 1.3416 2.7716 -0.0439
C -3.03577 -0.55897 0.04884 -1.6078 -1.2434 -2.0799 -0.5615
H 4.19059 0.12788 -1.09123 -0.4894 -0.6925 0.5462 0.0682
H 3.25341 1.12040 -0.13427 0.1048 -0.8565 0.0312 0.0731
H 3.13705 -1.24154 1.05862 1.5944 0.0356 1.9013 0.0719
H 2.74710 -1.90525 -0.38953 -0.4107 0.9681 -0.2094 0.1325
H 1.13398 0.53139 -0.87920 0.2741 -0.2174 -0.4521 0.1091
H -1.04022 0.57733 -1.40762 -0.2605 -1.1148 2.0442 0.2138
H -1.56012 -1.06398 1.22923 0.6982 -0.4019 -0.1154 0.1421
H -1.37920 -1.84081 -0.37565 -0.0977 -0.4927 -0.4342 0.1510
H -4.22224 -0.14047 -1.29064 -0.4173 -0.0750 -0.4299 0.1232
H 0.08130 3.21952 0.50114 -0.2709 0.1098 0.2895 0.1214
N 3.30745 0.20285 -0.59001 -1.4699 -0.0672 0.6908 -0.0010
N 0.54076 -0.12937 -0.40700 2.4885 -2.5997 1.7117 0.0630
O 0.74658 -1.19130 1.71761 0.8548 0.7601 -1.9404 0.0812
O -1.57461 1.79511 1.28894 1.7027 -0.2159 -1.4519 0.1244
O -3.86122 -0.42995 0.88986 -0.4487 0.4712 0.8083 0.1589
O -3.33398 -0.51401 -1.27909 -0.6807 0.8073 -0.0838 0.0982
O 0.20774 2.40755 0.00240 -0.6461 -1.6468 -0.1694 0.0882
```
Forces are in eV/Å.

The HOMO energy is -9.74 eV. The calculation puts the energy above the lowest of the compared OMol25 structures with the same formula, charge and spin at 58.06 kcal per mole. Its SMILES is NCC(=O)N[C@@H](CC(=O)O)C(=O)O. As for the charge: 0.

No. 2
An isolated molecule of C7H11N5. Source: the Open Molecules 2025 dataset; level of theory: ωB97M-V with the def2-TZVPD basis set.

```
23
Properties=species:S:1:pos:R:3:forces:R:3:lowdin_charge:R:1
C -2.69434 1.84159 -1.05623 1.0377 -1.1314 -1.7052 -0.1734
C -1.85347 1.02645 -1.77154 -0.0383 -0.2245 -2.1400 -0.0955
C -1.56160 0.79311 0.37202 -1.3774 -0.1663 -0.4933 -0.4019
C -0.20829 -0.79647 1.72017 1.1173 2.0691 -0.1915 -0.1859
C 1.64830 0.47390 0.46991 -0.3855 0.7599 1.4177 -0.1902
C 0.73750 -0.74376 0.58422 1.5764 -2.3841 -5.4072 -0.1893
C -0.07743 -0.62036 -0.98991 3.0427 3.2044 3.1471 -0.1632
N -2.53152 1.69264 0.29011 0.7247 -0.3056 -0.0951 0.1043
N -1.16930 0.30760 -0.84519 1.0849 -0.3822 2.1661 -0.0058
N -1.15242 0.27158 1.54415 -0.7342 1.8323 3.3487 0.0419
N 1.85814 0.86327 -0.94206 0.3091 -5.1696 0.3491 -0.0059
N 1.02354 -0.03676 -1.78419 -0.5440 0.4904 0.9428 -0.0081
H -3.41820 2.36385 -1.60371 -1.0632 1.2645 0.1745 0.0738
H -1.58672 0.78833 -2.84494 -0.8774 0.7829 1.4213 0.1319
H -0.69404 -1.70504 1.70106 -0.9696 -2.2522 0.4709 0.0940
H 0.36041 -0.60441 2.62989 -0.2625 -0.3794 0.2894 0.1328
H 1.06703 1.25080 1.04654 1.0127 -0.1994 -0.5701 0.1261
H 2.63151 0.27610 0.97597 -0.8935 0.2911 -0.4566 0.1204
H 1.43770 -1.72286 0.33258 -2.0299 2.0786 1.2439 0.1816
H -0.32928 -1.52896 -1.40276 -0.7902 -2.0734 -0.7739 0.1138
H -1.47274 0.85846 2.38613 0.7642 -1.5371 -2.0126 0.1854
H 1.46604 1.68248 -1.15122 -1.6209 4.2800 -0.4781 0.0371
H 1.60538 -0.81487 -1.96018 0.9170 -0.8478 -0.6480 0.0761
```
Forces are in eV/Å.

The HOMO energy is -7.36 eV. The calculation puts the energy above the lowest of the compared OMol25 structures with the same formula, charge and spin at 51.27 kcal per mole. Its SMILES is c1cn2c(n1)NC[C@@H]1CNN[C@@H]12. As for the charge: 0.

No. 3
A structure of composition C28H36As2NbSi. Source: the Open Molecules 2025 dataset; level of theory: ωB97M-V with the def2-TZVPD basis set.

```
68
Properties=species:S:1:pos:R:3:forces:R:3:lowdin_charge:R:1
C 0.52453 2.09688 1.89250 0.1281 2.3965 0.0614 -0.2285
C 0.75920 2.21628 0.49272 -0.4587 1.6535 0.7630 -0.1708
C -0.51137 2.41331 -0.14769 0.9207 0.1129 -0.3495 -0.1963
H 1.71975 2.18842 -0.00155 0.0572 -0.1064 0.1005 0.1328
C -1.53197 2.38139 0.84823 0.0097 0.3198 0.7334 -0.1952
C -0.89571 2.18944 2.12182 0.7719 1.6180 0.5176 -0.2218
H -1.36428 2.26740 3.09610 0.0776 -0.2556 -0.1019 0.1428
H 1.29125 2.10833 2.64826 -0.0733 -0.2273 0.0432 0.1056
H -0.66377 2.58383 -1.20615 0.0098 0.0004 0.1173 0.0961
H -2.58472 2.52699 0.67526 -0.1343 -0.0156 0.0782 0.1342
Nb -0.51255 0.46008 0.89931 -0.4094 -5.5269 -2.4974 1.0978
C 2.46475 -0.21527 -1.88823 -0.6083 1.5864 1.3000 -0.1098
H 2.34755 -0.01110 -0.80593 0.1769 -0.1783 -0.9176 -0.0764
H 2.74000 -1.28013 -2.07620 -0.7486 0.8866 -0.3255 0.0684
H 3.24593 0.50864 -2.23614 -0.9433 -0.6498 -0.3896 0.0637
Si 0.66027 0.42676 -2.99250 1.5814 -0.5570 -3.9045 1.1884
C 1.68070 -0.02628 -4.53112 -0.1888 0.2495 -0.5260 -0.4188
C 2.64174 0.86825 -5.05827 0.0082 -0.3596 0.4780 -0.1144
H 2.53873 1.94174 -4.88154 0.3333 -0.2405 0.2078 0.1126
C 3.70858 0.38264 -5.81676 0.0365 0.0220 -0.3300 -0.0516
H 4.50134 1.07628 -6.13703 -0.5263 -0.4030 0.0403 0.1271
C 3.76692 -0.97487 -6.17344 -0.0498 0.2100 0.1994 -0.0383
H 4.62252 -1.34360 -6.75802 -0.5322 0.1267 0.3547 0.1280
C 2.70960 -1.82146 -5.81286 0.3481 0.0314 -0.3768 -0.0538
H 2.71698 -2.86921 -6.13568 -0.1026 0.5081 0.0458 0.1247
C 1.65670 -1.33936 -5.03635 0.1911 0.0573 0.3767 -0.1114
H 0.80812 -1.99337 -4.84609 0.2039 -0.0796 0.2687 0.1078
C -0.95343 1.20420 -3.90484 -0.2252 -0.5773 1.9357 -0.2695
C -1.01032 1.39283 -5.29951 0.4335 -0.2170 -0.4126 -0.0573
H -0.17309 1.08132 -5.91879 -0.0499 0.1729 0.0932 0.1114
C -2.15917 1.91325 -5.92073 0.0258 -0.1073 0.7805 -0.0098
H -2.19858 2.00151 -7.01162 0.1185 -0.0050 0.4992 0.1352
C -3.25826 2.29997 -5.12954 0.5008 -0.1836 -0.1476 -0.0043
H -4.15159 2.71796 -5.61020 0.4320 -0.1238 0.3076 0.1364
C -3.21784 2.09199 -3.74191 0.0715 -0.2507 -0.0410 -0.0457
H -4.07419 2.38990 -3.13183 0.2527 -0.2772 -0.1938 0.1224
C -2.11163 1.47185 -3.14991 -0.5600 0.5078 -0.0972 -0.1560
H -2.19552 1.15713 -2.10827 0.1480 0.3270 -0.1362 0.0719
H 1.30633 -1.30938 0.07647 1.0453 -0.7727 0.2083 0.0297
H 2.01744 -1.59064 0.24984 -1.3814 0.2420 -0.3836 0.0936
C 2.73226 0.05273 3.42696 -0.1459 0.2716 -0.6817 -0.2362
As 1.11012 -0.76826 2.67172 0.0307 -0.4303 3.1350 1.0933
C 1.74331 -2.62569 2.59780 -0.2435 0.2171 -0.6398 -0.2492
C 0.07995 -0.96852 4.38516 -0.5259 0.1819 -0.7559 -0.3919
C 0.70801 -1.22313 5.60236 -0.1419 -0.0025 0.2309 -0.0822
C -0.06365 -1.30178 6.77690 -0.0327 0.0268 -0.3908 -0.0234
C -1.45269 -1.15273 6.72576 0.0382 0.0008 -0.4674 -0.0240
C -2.09370 -0.95766 5.48914 0.2639 -0.0432 0.1018 -0.0829
C -1.32589 -0.87340 4.32620 0.4361 0.3376 -0.5011 -0.3967
As -2.17469 -0.66486 2.52905 -0.9892 -0.4797 2.5610 1.0885
C -3.88766 0.16012 2.98347 0.1067 0.2219 -0.3797 -0.2312
C -2.74195 -2.51381 2.25477 0.2216 -0.0132 -0.5885 -0.2479
H 3.42828 0.26307 2.60453 0.0088 -0.0666 0.3490 0.0472
H 3.17418 -0.65087 4.14224 -0.1195 0.2162 -0.3087 0.0473
H 2.46278 0.98811 3.92751 0.1319 -0.2665 0.0040 0.0429
H 2.22314 -2.84542 3.55610 -0.1441 0.1019 -0.2114 0.0558
H 0.87603 -3.27412 2.44543 0.2598 -0.0410 0.0143 0.0418
H 2.44979 -2.72494 1.76874 -0.0280 -0.2683 0.3197 0.0175
H 1.79301 -1.36808 5.65426 -0.4682 0.1372 0.1104 0.1076
H 0.42790 -1.47659 7.73181 -0.0976 0.0283 -0.2121 0.1284
H -2.05186 -1.19798 7.63575 0.2240 -0.0053 -0.2392 0.1300
H -3.18160 -0.86413 5.44849 0.3592 -0.1082 0.1175 0.1074
H -3.85655 0.51202 4.01948 -0.0345 -0.0470 -0.3112 0.0404
H -4.03980 1.00610 2.30613 -0.2195 -0.1458 0.2321 0.0249
H -4.67984 -0.58637 2.84588 0.2006 0.2846 0.0620 0.0572
H -1.85517 -3.11964 2.04650 -0.2671 -0.0825 0.0468 0.0254
H -3.23686 -2.86907 3.16659 0.1534 0.2176 -0.2095 0.0636
H -3.42781 -2.53898 1.39943 0.1323 -0.1582 0.2328 0.0453
```
Forces are in eV/Å.

The HOMO energy (alpha / beta) is -16.19 / -16.19 eV. As for the charge: +3.

No. 4
A cluster of 2 separate species, C4H8OS in total. Source: the Open Molecules 2025 dataset; level of theory: ωB97M-V with the def2-TZVPD basis set.

```
14
Properties=species:S:1:pos:R:3:forces:R:3:lowdin_charge:R:1
C -2.09685 -0.66151 0.43772 -1.2164 1.0810 -1.5184 -0.3580
C -1.17736 -1.25618 1.38855 1.3304 -0.5195 0.6195 0.0246
C -2.40624 0.82188 0.48553 1.4312 -0.8420 -3.1658 -0.0597
C 2.94523 0.13197 -1.32084 -2.1469 -0.1156 2.7881 -0.4130
O -2.41794 -1.38335 1.66804 -0.5350 -0.3569 -0.0223 0.0232
S 3.56528 0.12321 0.49031 -1.4139 -0.4982 -0.9064 0.5597
H -2.36818 -1.15593 -0.52773 0.2575 0.0583 1.1582 0.1377
H 2.63146 -0.72807 1.05964 0.6293 0.6740 -0.6103 -0.1606
H -3.47846 0.98187 0.46005 0.0808 0.4734 -0.0547 0.0798
H -1.80784 1.26369 -0.40905 -1.6526 -0.6291 0.8398 0.1167
H -1.86978 1.30645 1.22952 0.3378 0.7368 2.1355 0.0432
H 2.96154 -0.85776 -1.68675 0.3349 -0.8263 -0.6348 0.0031
H 3.56265 0.81762 -1.75014 2.3169 1.3128 -1.4959 -0.0343
H 1.95647 0.59611 -1.52484 0.2460 -0.5487 0.8675 0.0376
```
Forces are in eV/Å.

The HOMO energy is -9.04 eV. The calculation puts the energy above the lowest of the compared OMol25 structures with the same formula, charge and spin at 101.26 kcal per mole. As for the charge: 0.

No. 5
A cluster of 2 separate species, CH7N3 in total. Source: the Open Molecules 2025 dataset; level of theory: ωB97M-V with the def2-TZVPD basis set.

```
11
Properties=species:S:1:pos:R:3:forces:R:3:lowdin_charge:R:1
N 1.32434 2.15132 -0.06564 -0.3622 -0.3767 -0.7336 0.0123
H 1.78748 2.50124 0.75544 0.0869 -0.1414 0.2341 0.0032
H 1.91539 1.47992 -0.54255 0.3260 0.2446 0.1383 0.0005
H 0.50723 1.61078 0.19116 -0.0557 0.2503 0.3892 -0.0195
N -1.24421 -0.51640 -0.78747 1.6824 -0.1113 0.7144 0.0805
C -0.48934 -1.28293 0.06164 -0.5056 -0.3965 0.3506 -0.4216
N -0.86934 -1.58419 1.25608 -0.9245 -0.5967 -1.6017 0.0215
H -0.64528 -0.05237 -1.45478 -0.7487 0.5896 -0.2862 0.0798
H -2.02135 -0.07420 -0.32490 -0.1398 0.4268 -0.2605 0.0952
H 0.44900 -1.63790 -0.40741 -0.4392 -0.2853 -0.0658 0.1143
H -0.71392 -2.59526 1.31843 1.0803 0.3967 1.1212 0.0337
```
Forces are in eV/Å.

The HOMO energy is -9.05 eV. The calculation puts the energy above the lowest of the compared OMol25 structures with the same formula, charge and spin at 20.47 kcal per mole. Its SMILES is [H]/N=C/N.N. As for the charge: 0.

No. 6
A cluster of 2 separate species, C7H12N2O in total. Source: the Open Molecules 2025 dataset; level of theory: ωB97M-V with the def2-TZVPD basis set.

```
22
Properties=species:S:1:pos:R:3:forces:R:3:lowdin_charge:R:1
C 0.75095 -0.65784 -0.05502 -1.4141 0.7238 -0.6442 -0.3496
C -1.22016 2.09212 -0.80937 0.3339 1.2120 -0.2457 -0.0143
C 1.37948 -0.41275 -1.41890 0.0859 -0.0402 0.2184 -0.0761
C 0.97232 -2.09604 0.41219 -0.2213 0.0795 0.0539 -0.0713
C -0.86415 -0.44880 -0.17098 2.0136 -3.1956 0.0448 -0.3959
C -0.17536 2.50057 -0.11611 -0.5123 0.0290 -0.2439 -0.2641
C -1.44814 -0.36160 1.20548 -0.6795 1.6241 0.2884 -0.1912
N 0.76945 2.66845 0.62003 0.1575 -0.5620 0.3624 0.1744
N -1.88719 -1.36074 1.82885 -0.1211 -0.5337 -0.2104 0.1320
O -1.45916 -0.83432 -1.15259 0.0819 0.7744 0.4371 0.0774
H 1.14737 0.03473 0.68963 -0.0338 0.0572 -0.0267 0.1101
H 1.28487 3.52969 0.68002 -0.0428 0.3813 -0.1975 0.0782
H -2.24386 -1.15257 2.76329 0.2294 0.2503 -0.1783 0.0601
H -2.21130 2.42168 -0.52929 0.0008 -0.2168 0.2834 0.0791
H -1.08819 1.83276 -1.84804 0.1248 -0.3213 0.0149 0.0776
H -1.41891 0.67033 1.59623 -0.0318 -0.2690 0.2472 0.1125
H 1.24151 0.61724 -1.73778 -0.0067 0.1198 -0.0861 0.0620
H 2.45259 -0.61172 -1.37925 -0.0303 -0.0167 -0.0458 0.0800
H 0.92414 -1.06693 -2.16144 0.0097 -0.0005 -0.0285 0.0829
H 2.03567 -2.33009 0.42618 0.0930 0.0480 -0.0961 0.0787
H 0.46516 -2.78756 -0.26345 0.0564 -0.0411 0.0603 0.0922
H 0.59291 -2.24661 1.42032 -0.0931 -0.1024 -0.0074 0.0652
```
Forces are in eV/Å.

The HOMO energy is -8.95 eV. The calculation puts the energy above the lowest of the compared OMol25 structures with the same formula, charge and spin at 68.73 kcal per mole. Its SMILES is [H]/N=C/C(=O)C(C)C.C=C=N. As for the charge: 0.

Number 1: strongest force on any atom 0.090 Eh/bohr, E -720.3422 Ha. Number 2: strongest force on any atom 0.119 Eh/bohr, E -547.0285 Ha. Number 3: strongest force on any atom 0.118 Eh/bohr, E -5905.3080 Ha. Number 4: strongest force on any atom 0.070 Eh/bohr, E -630.4735 Ha. Number 5: strongest force on any atom 0.038 Eh/bohr, E -206.5319 Ha. Number 6: strongest force on any atom 0.073 Eh/bohr, E -458.5793 Ha.